1.
DFT (ωB97M-V/def2-TZVPD) results for C4H6N2O in the gas phase at a distorted geometry.

```
13
Properties=species:S:1:pos:R:3:mulliken_charge:R:1
O -0.57 -2.38 0.11 -0.4193
C -0.19 -1.13 0.15 0.6831
C -0.97 -0.08 0.78 -0.8552
N -1.24 0.95 -0.31 -0.4920
C -0.06 1.10 0.53 -0.1058
C 1.07 0.68 -0.39 -0.5376
N 0.98 -0.80 -0.34 -0.1312
H -1.42 -2.39 0.58 0.3506
H -2.00 1.56 -0.05 0.2206
H 0.07 1.91 1.26 0.4298
H 0.64 1.00 -1.34 0.2700
H 2.08 1.01 -0.17 0.3704
H 1.61 -1.43 -0.82 0.2168
```

Values from the calculation:
Frontier orbital gap = 0.300 hartree
E_tot = -9269.432 eV
Spin multiplicity = 1
LUMO = 0.780 eV
Energy relative to the best compared isomer or geometry (same formula, charge and spin) = 392.7 kJ/mol

---

2.
DFT (ωB97M-V/def2-TZVPD) results for a molecular structure, C5H6O2.

```
13
Properties=species:S:1:pos:R:3:mulliken_charge:R:1
O -1.51 -1.00 -1.54 -0.4992
C -1.48 -0.90 -0.13 -0.4950
C -0.28 -0.13 0.30 0.2359
C 1.13 -0.23 -0.12 0.5441
C 1.54 0.95 0.77 -0.5338
C 0.03 1.15 0.59 -0.4082
O 1.60 -0.65 -1.16 -0.6135
H -0.63 -1.30 -1.83 0.3397
H -1.49 -1.90 0.34 0.2489
H -2.40 -0.39 0.18 0.3146
H 2.27 1.64 0.34 0.2940
H 1.78 0.72 1.81 0.2143
H -0.56 2.05 0.45 0.3581
```

Values from the calculation:
Frontier orbital gap = 0.384 hartree
E_tot = -9374.852 eV
Spin multiplicity = 1
LUMO = 0.752 eV
Energy relative to the best compared isomer or geometry (same formula, charge and spin) = 216.5 kJ/mol

---

3.
DFT (ωB97M-V/def2-TZVPD) results for a molecular structure, C30H39AsBrF6N2O3PSiTi at a distorted geometry.

```
85
Properties=species:S:1:pos:R:3:mulliken_charge:R:1
Ti 0.19 0.63 -1.39 -0.4472
N -1.48 -2.54 -3.71 -0.3534
C -0.80 -1.51 -3.21 0.7072
O -0.83 -1.25 -1.99 -0.5527
C 0.03 -0.66 -4.12 -1.0975
C 0.03 0.73 -3.49 -0.9531
H -2.09 -3.08 -3.11 0.2589
H -1.49 -2.72 -4.70 0.2194
H -0.34 -0.70 -5.14 0.6122
H 1.04 -1.09 -4.12 0.1613
H -0.92 1.24 -3.70 0.6195
H 0.83 1.35 -3.89 0.5456
C 1.88 2.48 2.51 -0.6763
Si 0.51 1.31 2.98 -0.1313
C -1.08 2.12 3.49 -0.9961
C 1.07 0.13 4.32 -1.1327
C 0.21 0.19 1.49 -0.6016
C 0.17 -0.60 0.53 0.9493
H 2.20 3.04 3.39 0.5448
H 1.56 3.20 1.75 0.2032
H 2.74 1.93 2.11 0.2062
H -0.96 2.53 4.50 0.4358
H -1.89 1.40 3.53 0.3690
H -1.37 2.94 2.84 0.2545
H 1.41 0.73 5.17 0.4010
H 1.90 -0.50 4.01 0.2943
H 0.25 -0.50 4.67 0.3174
Br -7.20 4.38 -1.40 -0.1691
C -5.94 3.08 -0.86 -0.1896
C -6.30 2.13 0.09 -0.2939
C -5.37 1.18 0.48 -0.9597
C -4.10 1.17 -0.07 -0.3273
C -3.76 2.12 -1.02 0.3127
C -4.68 3.08 -1.43 -0.5468
C -2.39 2.17 -1.63 -0.0336
O -2.06 2.98 -2.46 -0.6317
O -1.57 1.23 -1.17 0.9875
H -7.29 2.15 0.51 0.4230
H -5.65 0.44 1.22 0.4189
H -3.37 0.43 0.22 0.5067
H -4.39 3.82 -2.17 0.6133
F 1.84 -1.22 -1.54 -0.5805
P 3.30 -0.39 -1.62 1.5618
F 4.09 -1.70 -1.21 -0.3923
F 3.06 -0.01 -0.07 -0.3336
F 3.37 -0.73 -3.16 -0.4503
F 2.28 0.92 -2.00 -0.0187
F 4.56 0.55 -1.69 -0.3599
C 1.23 6.80 0.63 -1.5095
C 1.08 5.37 0.22 1.1996
C 2.01 4.73 -0.59 -1.1874
C 1.81 3.41 -0.96 -0.7429
N 0.74 2.69 -0.59 0.7742
C -0.15 3.31 0.21 -1.1023
C -0.02 4.62 0.62 -1.0786
H 2.19 7.21 0.31 0.3902
H 1.16 6.90 1.71 0.3509
H 0.44 7.41 0.19 0.3314
H 2.89 5.24 -0.94 0.4079
H 2.54 2.93 -1.59 0.5679
H -0.99 2.72 0.53 0.8071
H -0.79 5.05 1.25 0.4372
C -0.49 -3.00 2.30 -0.9616
As 0.56 -2.45 0.79 1.4410
C 2.40 -2.58 1.29 -1.1048
C 0.21 -3.71 -0.63 -0.5475
C 0.80 -5.04 -0.25 -0.1241
C 2.11 -5.35 -0.62 -0.1935
C 2.67 -6.56 -0.25 -0.7286
C 1.94 -7.47 0.49 -0.4966
C 0.63 -7.18 0.86 -0.6985
C 0.07 -5.97 0.49 -0.2380
H -0.16 -3.99 2.61 0.4716
H -1.54 -3.04 2.01 0.4141
H -0.35 -2.28 3.10 0.2013
H 2.55 -3.54 1.78 0.5840
H 2.64 -1.76 1.96 0.2361
H 3.02 -2.51 0.40 0.2965
H 0.66 -3.30 -1.53 0.3230
H -0.87 -3.74 -0.74 0.6468
H 2.68 -4.64 -1.21 0.4381
H 3.68 -6.80 -0.55 0.4394
H 2.38 -8.42 0.78 0.4037
H 0.05 -7.89 1.42 0.4121
H -0.96 -5.75 0.76 0.4455
```

Values from the calculation:
Frontier orbital gap (spin up / spin down) = 0.254 / 0.277 hartree
E_tot = -228336.740 eV
Spin multiplicity = 2
LUMO (spin up / spin down) = -3.117 / -3.464 eV
Energy relative to the best compared isomer or geometry (same formula, charge and spin) = 240.1 kJ/mol
Net charge = +1

---

4.
DFT (ωB97M-V/def2-TZVPD) results for N2 in the gas phase at a distorted geometry.

```
2
Properties=species:S:1:pos:R:3:mulliken_charge:R:1
N -0.48 0.66 -0.30 0.0000
N 0.48 -0.66 0.30 0.0000
```

Values from the calculation:
Frontier orbital gap = 0.334 hartree
E_tot = -2971.122 eV
Spin multiplicity = 1
LUMO = -2.810 eV
Energy relative to the best compared isomer or geometry (same formula, charge and spin) = 960.6 kJ/mol

---

5.
DFT (ωB97M-V/def2-TZVPD) results for a gas-phase ion, C4H11N2 (charge +1) at a distorted geometry.

```
17
Properties=species:S:1:pos:R:3:mulliken_charge:R:1
C -1.92 0.50 1.58 -0.3469
N -0.82 0.47 0.90 -0.3692
C -0.07 -0.78 1.01 -0.6646
C 1.22 -0.83 -0.03 -0.7112
C 0.83 -0.40 -1.49 -0.5888
N 0.49 1.04 -1.52 -0.2604
H -2.35 -0.51 1.70 0.2784
H -2.21 1.14 2.42 0.2988
H -0.64 -1.67 0.68 0.4559
H 0.17 -1.08 2.05 0.4414
H 1.55 -1.85 -0.11 0.3538
H 1.84 -0.08 0.51 0.3149
H -0.15 -0.91 -1.59 0.3246
H 1.49 -0.68 -2.30 0.4107
H 0.47 1.42 -2.46 0.3476
H -0.41 1.21 -0.93 0.3779
H 1.21 1.45 -0.92 0.3370
```

Values from the calculation:
Frontier orbital gap = 0.353 hartree
E_tot = -7297.570 eV
Spin multiplicity = 1
LUMO = -3.805 eV
Energy relative to the best compared isomer or geometry (same formula, charge and spin) = 325.9 kJ/mol
Net charge = +1

---

6.
DFT (ωB97M-V/def2-TZVPD) results for a molecular structure, C10H11NO2 at a distorted geometry.

```
24
Properties=species:S:1:pos:R:3:mulliken_charge:R:1
C -1.27 -1.84 -0.07 -0.1109
C -1.36 -0.32 0.00 0.0708
C -2.55 0.40 0.32 -0.2944
C -2.56 1.87 0.30 -0.1696
C -1.35 2.57 0.04 -0.6106
C -0.26 1.77 -0.34 0.3769
C -0.15 0.40 -0.37 0.3842
C 2.06 0.27 -0.24 -1.5424
C 3.14 -0.77 -0.24 -0.2514
C 4.06 -1.15 0.63 -0.7844
H -3.98 -3.18 -0.30 0.4038
H -0.25 -1.63 0.07 0.4462
H -3.49 -0.44 0.69 0.2119
H -3.71 2.55 0.35 0.1575
H -1.57 3.84 -0.17 0.1675
H 0.67 2.44 -0.49 0.2358
H 2.64 0.85 -0.77 0.7891
H 2.18 0.70 0.55 1.1211
H 3.18 -1.31 -1.32 0.1768
H 4.53 -0.20 1.56 0.1171
H 4.73 -1.85 0.67 0.4426
N -2.16 -2.69 0.04 -0.5127
O -3.41 -2.08 -0.21 -0.4741
O 0.91 -0.20 -0.71 -0.3509
```

Values from the calculation:
Frontier orbital gap = 0.336 hartree
E_tot = -16120.961 eV
Spin multiplicity = 1
LUMO = 0.515 eV
Energy relative to the best compared isomer or geometry (same formula, charge and spin) = 1286.1 kJ/mol

---

Calculated M (g/mol), listed in the same order as above: 98.1, 98.1, 851.4, 28.0, 87.1, 177.2